(1)
ORCA calculation (the ωB97M-V functional and the def2-TZVPD basis) on a 7-piece molecular cluster, CH16O6 overall.

Structure (ORCA input):
```
! RIJCOSX wB97M-V def2-TZVPD def2/J DEFGRID3
* xyz 0 1
C -0.63 1.68 -0.74
H -0.23 2.65 -0.40
H -0.13 0.97 -0.11
H -0.29 1.47 -1.74
H -1.69 1.84 -0.59
O 1.09 -0.85 -1.55
H 1.52 -1.52 -2.09
H 1.26 -0.98 -0.59
O -2.54 -0.81 1.12
H -2.58 -1.77 1.10
H -2.58 -0.59 0.17
O -0.44 0.00 2.67
H -0.85 0.36 3.47
H -1.20 -0.32 2.14
O 3.55 0.63 -0.13
H 3.90 1.52 -0.08
H 3.16 0.53 -1.01
O -2.14 -0.99 -1.41
H -1.21 -0.71 -1.43
H -2.52 -0.72 -2.25
O 1.59 -1.15 1.09
H 2.28 -0.47 1.12
H 0.71 -0.78 1.25
*
```

The calculation puts the lowest unoccupied orbital energy at 0.518 eV. As for the SMILES: C.O.O.O.O.O.O. As for the energy above the lowest of the compared OMol25 structures with the same formula, charge and spin: 0.482 eV. The value obtained for the gap between HOMO and LUMO is 11.4 eV.


(2)
ORCA calculation (the ωB97M-V functional and the def2-TZVPD basis) on a 8-piece molecular cluster, CH18N2O7 overall.

Structure (ORCA input):
```
! RIJCOSX wB97M-V def2-TZVPD def2/J DEFGRID3
* xyz 0 1
H 1.01 -1.28 1.11
N 0.19 -1.17 1.53
C 0.12 -0.23 2.49
N -1.13 0.17 3.10
H 0.98 0.40 2.96
H -1.69 -0.57 3.39
H -0.98 0.70 3.95
O 0.09 2.04 0.56
H 0.33 1.07 0.57
H -0.59 2.13 1.14
O -2.11 0.72 -3.22
H -1.60 1.54 -3.38
H -1.44 0.33 -2.58
O -2.43 -1.49 -0.55
H -2.27 -1.85 0.32
H -2.85 -0.66 -0.30
O 2.73 1.09 2.33
H 2.54 1.54 1.63
H 3.36 0.22 2.11
O -0.10 1.56 -2.05
H -0.54 1.44 -1.23
H 0.80 1.77 -1.86
O 1.69 -0.51 -1.19
H 2.01 -0.92 -2.07
H 2.35 0.01 -0.76
O 0.28 -2.81 -2.67
H -0.24 -2.80 -1.88
H -0.53 -2.42 -3.46
*
```

The calculation puts the lowest unoccupied orbital energy at -0.066 eV. As for the SMILES: [H]/N=C/N.O.O.O.O.O.O.O. As for the energy above the lowest of the compared OMol25 structures with the same formula, charge and spin: 3.171 eV. The value obtained for the gap between HOMO and LUMO is 10.2 eV.


(3)
ORCA calculation (the ωB97M-V functional and the def2-TZVPD basis) on CH20N2O9Zr as an isolated structure.

Structure (ORCA input):
```
! RIJCOSX wB97M-V def2-TZVPD def2/J DEFGRID3
* xyz 4 1
Zr 1.26 -0.55 0.58
C -3.84 1.71 -1.52
O -2.90 1.24 -0.92
N -4.24 2.96 -1.54
N -4.65 1.03 -2.28
H -5.19 3.19 -1.76
H -3.68 3.50 -0.89
H -5.29 1.61 -2.81
H -4.68 0.03 -2.37
O 3.26 -2.30 -1.54
H 3.40 -3.25 -1.47
H 3.57 -2.08 -2.42
O 0.42 2.39 1.23
H 0.98 3.06 1.60
H -0.44 2.81 1.16
O 1.89 -3.34 1.89
H 1.87 -3.39 2.85
H 1.89 -4.25 1.60
O 0.94 0.73 -2.28
H 0.51 0.39 -3.06
H 1.24 1.60 -2.53
O 2.51 0.03 3.49
H 2.06 0.31 4.29
H 3.43 -0.06 3.75
O 4.00 1.20 0.27
H 4.73 0.63 0.51
H 4.37 2.08 0.28
O -0.62 -2.52 -0.96
H -1.37 -3.07 -0.74
H -0.44 -2.70 -1.88
O -1.33 -0.93 2.30
H -2.06 -0.32 2.41
H -1.61 -1.73 2.75
*
```

The calculation puts the lowest unoccupied orbital energy at -19.511 eV. The value obtained for the gap between HOMO and LUMO is 2.4 eV.


(4)
ORCA calculation (the ωB97M-V functional and the def2-TZVPD basis) on a 11-piece molecular cluster, CH21O13 overall.

Structure (ORCA input):
```
! RIJCOSX wB97M-V def2-TZVPD def2/J DEFGRID3
* xyz -1 1
C -0.24 0.29 -0.39
O -0.52 -0.29 0.68
O -0.99 1.33 -0.82
O 0.67 -0.23 -1.07
H -0.59 1.56 -1.62
O -2.72 -1.84 -0.65
H -2.04 -1.32 -0.24
H -2.30 -2.15 -1.43
O -1.50 -0.68 3.35
H -1.19 0.13 3.76
H -1.06 -0.68 2.49
O 0.42 -2.60 0.74
H 0.18 -1.70 0.74
H 0.98 -2.77 1.48
O 3.45 1.72 -0.63
H 3.10 0.89 -0.30
H 2.77 2.31 -0.31
O -1.19 2.02 2.22
H -2.07 2.38 2.38
H -1.15 1.33 1.59
O -3.76 0.87 0.26
H -4.22 0.38 -0.44
H -3.01 1.27 -0.15
O 2.78 -0.59 0.30
H 1.89 -0.55 -0.13
H 3.30 -1.22 -0.25
O 1.55 2.71 1.42
H 0.61 2.71 1.12
H 1.68 2.01 2.09
O -1.23 -1.97 -2.79
H -0.80 -2.83 -2.86
H -0.55 -1.30 -2.64
O 2.47 -0.52 -2.97
H 1.93 -0.43 -2.17
H 3.35 -0.23 -2.77
*
```

The calculation puts the lowest unoccupied orbital energy at 2.853 eV. As for the energy above the lowest of the compared OMol25 structures with the same formula, charge and spin: 0.919 eV. The value obtained for the gap between HOMO and LUMO is 10.2 eV.


(5)
ORCA calculation (the ωB97M-V functional and the def2-TZVPD basis) on a 10-piece molecular cluster, CH22O10 overall.

Structure (ORCA input):
```
! RIJCOSX wB97M-V def2-TZVPD def2/J DEFGRID3
* xyz 0 1
O -0.33 -0.23 -0.01
H -0.30 -0.83 0.71
H -1.01 0.48 -0.02
H 0.57 0.13 -0.51
C 1.87 1.89 -0.20
O 1.87 0.86 -1.14
H 0.94 2.05 0.57
H 1.77 2.76 -0.82
H 2.77 1.84 0.54
O 3.96 -0.55 0.16
H 3.78 -1.37 -0.29
H 3.05 -0.08 -0.18
O 2.08 -0.35 -3.51
H 1.45 0.10 -4.01
H 1.90 -0.05 -2.61
O -0.95 0.61 2.88
H -1.52 -0.16 2.91
H -0.47 0.43 3.81
O -2.51 -2.08 -0.64
H -2.21 -1.95 -1.55
H -3.40 -2.44 -0.61
O -0.19 2.24 -2.66
H -0.41 3.20 -3.01
H 0.65 2.10 -2.54
O -2.32 1.50 0.42
H -2.51 1.44 1.32
H -1.89 2.19 0.24
O -2.62 -1.59 2.27
H -2.84 -1.75 1.36
H -2.26 -2.44 2.64
O 0.61 -2.27 1.40
H 0.35 -2.78 2.29
H 0.12 -2.90 0.76
*
```

The calculation puts the lowest unoccupied orbital energy at -0.622 eV. As for the energy above the lowest of the compared OMol25 structures with the same formula, charge and spin: 3.933 eV. The value obtained for the gap between HOMO and LUMO is 7.9 eV.


(6)
ORCA calculation (the ωB97M-V functional and the def2-TZVPD basis) on a 9-piece molecular cluster, CH22O9 overall.

Structure (ORCA input):
```
! RIJCOSX wB97M-V def2-TZVPD def2/J DEFGRID3
* xyz 3 2
O -21.40 -5.90 -15.71
H -20.78 -5.19 -15.89
H -21.99 -5.54 -15.04
H -20.96 -6.70 -15.43
O -17.46 -5.47 -15.49
H -18.06 -4.79 -15.80
H -16.82 -5.76 -16.14
H -16.97 -5.20 -14.71
O -19.99 -1.63 -15.27
H -19.91 -2.45 -15.76
H -20.17 -1.73 -14.33
H -20.49 -0.95 -15.71
C -19.52 -3.98 -17.86
O -19.45 -4.08 -16.47
H -19.92 -3.04 -18.24
H -18.53 -3.95 -18.31
H -20.08 -4.79 -18.33
O -19.40 -0.81 -20.07
H -20.28 -0.85 -19.70
H -18.81 -0.93 -19.32
O -22.61 -5.38 -19.89
H -22.45 -6.02 -20.59
H -21.78 -5.34 -19.41
O -20.53 -3.63 -21.39
H -20.83 -3.49 -22.29
H -20.81 -2.85 -20.91
O -20.48 -8.14 -17.96
H -19.80 -7.76 -18.52
H -20.38 -9.08 -18.06
O -16.83 -2.34 -15.94
H -16.17 -2.18 -16.60
H -17.65 -2.43 -16.43
*
```

As for the expectation value of S²: 0.76. The calculation puts the lowest unoccupied orbital energy (alpha / beta) at -9.778 / -16.006 eV. As for the energy above the lowest of the compared OMol25 structures with the same formula, charge and spin: 0.000 eV. The value obtained for the gap between HOMO and LUMO (alpha / beta) is 10.5 / 4.2 eV.